Arrangement A

A molecular structure, INa. Source: the Open Molecules 2025 dataset; level of theory: ωB97M-V with the def2-TZVPD basis set.

Summary:
* HOMO: -5.81 eV
* gap between HOMO and LUMO: 2.560 eV

Atoms and positions in Å:
Na  2.64918  0.50968  -1.62621
I  -2.64918  -0.50968  1.62621

---

Arrangement B

A molecular structure, INa. Source: the Open Molecules 2025 dataset; level of theory: ωB97M-V with the def2-TZVPD basis set.

Summary:
* HOMO: -7.81 eV
* gap between HOMO and LUMO: 6.476 eV

Atoms and positions in Å:
Na  -10.46516  0.39718  -17.86391
I  -12.25241  -1.24401  -19.55709

---

Short version: arrangement A is the least stable of them.